1.
# C25H31BF4N3NaS2

A structure of composition C25H31BF4N3NaS2 at a distorted geometry (ωB97M-V/def2-TZVPD, the Open Molecules 2025 dataset).

Positions of all 67 atoms, in Å:
1 Na 11.4557 8.3229 14.7130
2 C 7.6660 6.8728 16.6497
3 C 7.1313 7.9914 15.8123
4 C 6.7142 9.1918 16.4441
5 C 6.1824 10.2692 15.7269
6 C 6.2168 10.2121 14.3674
7 C 6.7941 9.1083 13.7018
8 C 7.1321 7.9972 14.4240
9 H 8.7287 6.9905 16.7851
10 H 7.5304 5.9563 16.0549
11 H 7.2034 6.9543 17.7320
12 H 6.7272 9.3369 17.5081
13 H 5.8396 11.1714 16.2263
14 H 5.8756 11.1112 13.8494
15 H 6.8328 9.1978 12.5413
16 H 7.6404 7.1628 13.8355
17 F 13.8166 7.9200 13.9901
18 B 14.2691 7.2633 15.1230
19 F 14.8414 8.2117 15.9970
20 F 15.0764 6.1820 14.8047
21 F 13.0064 6.6835 15.6402
22 N 10.0003 9.6423 13.3492
23 S 10.2994 11.2616 13.3166
24 C 10.6922 11.6860 11.5866
25 C 9.8936 11.1133 10.5915
26 C 10.1496 11.3767 9.2082
27 C 11.1752 12.1996 8.8282
28 C 12.0362 12.6387 9.8459
29 C 11.8269 12.4145 11.1887
30 C 11.8274 11.6925 14.0370
31 C 11.9780 12.9014 14.7130
32 C 13.2388 13.2848 15.0661
33 C 14.2275 12.2974 15.2185
34 C 14.1032 11.0431 14.5665
35 C 12.9850 10.8335 13.8167
36 H 9.0509 9.6311 13.7267
37 H 9.0925 10.5251 10.9404
38 H 9.4408 10.9862 8.4861
39 H 11.4571 12.5277 7.8268
40 H 12.9379 13.2429 9.6579
41 H 12.5526 12.7633 11.8751
42 H 11.1197 13.5492 14.7577
43 H 13.4855 14.3031 15.3608
44 H 15.0967 12.6052 15.8478
45 H 14.8760 10.2766 14.6030
46 H 12.8474 10.0168 13.1365
47 C 12.9868 9.3752 20.0161
48 N 11.9839 9.3859 18.9024
49 C 10.7595 10.0338 18.9128
50 C 10.2915 9.8906 17.6359
51 N 11.2117 9.2321 16.8877
52 C 12.2424 9.0062 17.6704
53 H 12.7942 10.2728 20.6850
54 H 13.9432 9.3224 19.6004
55 H 12.8871 8.4557 20.5762
56 H 10.3223 10.5344 19.7440
57 H 9.3193 10.1424 17.1697
58 H 13.1983 8.5462 17.4498
59 C 11.5045 4.9854 13.4399
60 S 10.1661 6.1632 13.4182
61 C 9.9889 6.2688 11.5775
62 H 11.3541 4.1128 12.8527
63 H 11.7648 4.7044 14.4608
64 H 12.3828 5.4985 13.1161
65 H 10.6573 6.9088 11.1533
66 H 8.9801 6.6105 11.3783
67 H 10.1943 5.3066 11.1647

Forces on atoms 1 to 3 (eV/Å):
Na 0.2 -0.2 0.0
C -1.0 0.2 1.1
C -0.2 2.0 1.1

Strongest force on any atom   3.26 eV Å⁻¹
Molecular weight   547.47 g mol⁻¹
E   -2518.70099 hartree
Frontier orbital gap   0.32563 Ha
Energy above the lowest of the compared OMol25 structures with the same formula, charge and spin   36.7 kcal/mol
LUMO   0.2 eV
E_HOMO   -8.613 eV

---

2.
# C3H6ClIO

A cluster of 2 separate species, C3H6ClIO in total (ωB97M-V/def2-TZVPD, the Open Molecules 2025 dataset).

Positions of all 12 atoms, in Å:
1 C 0.6592 1.3065 0.0052
2 C 0.0024 0.0529 -0.4960
3 O -1.2307 0.2694 -0.9837
4 C 0.6356 -1.1160 -0.4970
5 I -0.2484 -2.8773 -1.2777
6 H -0.0766 1.9111 0.5282
7 H 1.4863 1.0770 0.6689
8 H 1.0255 1.8878 -0.8392
9 H -1.6031 -0.5521 -1.3382
10 H 1.6298 -1.2493 -0.1197
11 Cl -1.2940 0.2433 2.3406
12 H -0.9859 -0.9533 2.0086

Forces on atoms 1 to 3 (eV/Å):
C -0.2 0.0 -0.2
C 0.3 0.2 -0.2
O -0.2 0.1 -0.1

SMILES   C/C(O)=C/I.Cl
Strongest force on any atom   0.78 eV Å⁻¹
Molecular weight   220.44 g mol⁻¹
E   -951.01598 hartree
Frontier orbital gap   0.33945 Ha
Energy above the lowest of the compared OMol25 structures with the same formula, charge and spin   0.0 kcal/mol
LUMO   0.5 eV
E_HOMO   -8.779 eV

---

3.
# C22H18BIIrN3O6

A structure of composition C22H18BIIrN3O6 at a distorted geometry (ωB97M-V/def2-TZVPD, the Open Molecules 2025 dataset).

Positions of all 52 atoms, in Å:
1 Ir 0.7192 0.3727 -0.2765
2 O 2.0720 -4.2775 2.3286
3 C 1.3511 -4.6615 1.2688
4 C 1.1429 -6.0374 1.1290
5 C 0.3934 -6.5229 0.0873
6 C -0.1798 -5.6634 -0.8612
7 C 0.0296 -4.3182 -0.7481
8 C 0.8005 -3.7831 0.3102
9 C 0.9899 -2.3477 0.3497
10 O 0.5642 -1.6352 -0.6199
11 N 1.6214 -1.8225 1.4530
12 N 1.7155 -0.4990 1.3775
13 C 2.1159 0.1676 2.4208
14 C 2.1666 1.5805 2.4673
15 C 2.6136 2.1380 3.7048
16 C 2.8324 3.4627 3.8512
17 C 2.6520 4.3383 2.7387
18 C 2.2102 3.8720 1.5514
19 C 1.8853 2.4900 1.3818
20 O 1.3806 2.1706 0.2260
21 H 2.1028 -3.2999 2.3530
22 H 1.5841 -6.6943 1.8664
23 H 0.2397 -7.5916 0.0019
24 H -0.7746 -6.0610 -1.6711
25 H -0.3922 -3.6310 -1.4682
26 H 2.4259 -0.3950 3.2983
27 H 2.7888 1.4618 4.5337
28 H 3.1612 3.8597 4.8021
29 H 2.8739 5.3924 2.8519
30 H 2.0577 4.5191 0.6984
31 O -1.6766 0.5693 -2.1828
32 B -0.3540 0.9688 -1.9472
33 O 0.0732 1.8458 -2.9402
34 C -0.9998 1.9780 -3.8105
35 C -1.0811 2.7326 -4.9551
36 C -2.2938 2.6824 -5.6440
37 C -3.3538 1.9062 -5.1907
38 C -3.2505 1.1458 -4.0245
39 C -2.0511 1.2137 -3.3599
40 H -0.2479 3.3293 -5.2997
41 H -2.4086 3.2576 -6.5532
42 H -4.2765 1.8856 -5.7552
43 H -4.0650 0.5304 -3.6659
44 N -2.0601 1.9087 0.4711
45 C -1.7609 0.8056 1.1169
46 O -0.8369 0.0173 0.7619
47 C -2.5233 0.4360 2.3400
48 I -1.6333 1.4255 4.0016
49 H -1.5587 2.1425 -0.3739
50 H -2.7894 2.5227 0.7942
51 H -2.4330 -0.6287 2.5198
52 H -3.5626 0.7411 2.2907

Forces on atoms 1 to 3 (eV/Å):
Ir 1.5 -0.4 -1.5
O -0.1 0.0 -0.1
C 0.1 -0.1 0.2

Net charge   +1
Strongest force on any atom   2.10 eV Å⁻¹
Spin multiplicity   2
Molecular weight   750.33 g mol⁻¹
E   -1891.57716 hartree
Frontier orbital gap (spin up / spin down)   0.26160 / 0.17512 Ha
Energy above the lowest of the compared OMol25 structures with the same formula, charge and spin   49.6 kcal/mol
LUMO (spin up / spin down)   -3.9 / -6.2 eV
E_HOMO (spin up / spin down)   -10.990 / -10.991 eV

---

4.
# C35H33FeN6O6Si

A structure of composition C35H33FeN6O6Si at a distorted geometry (ωB97M-V/def2-TZVPD, the Open Molecules 2025 dataset).

Positions of all 82 atoms, in Å:
1 Fe 0.0857 -0.1371 0.7629
2 C 0.1440 0.3581 4.3129
3 C -0.7528 1.2666 3.5179
4 C -1.7749 2.0057 4.1196
5 C -2.5347 2.8647 3.3538
6 C -2.2494 3.0115 2.0047
7 C -1.2272 2.2557 1.4680
8 N -0.5266 1.3758 2.2046
9 C -0.7544 2.3871 0.0497
10 C -1.0276 3.4850 -0.7319
11 C -0.4447 3.5543 -2.0022
12 C 0.4089 2.5719 -2.4220
13 C 0.6818 1.4778 -1.5789
14 N 0.0579 1.3983 -0.3775
15 C 1.6692 0.4778 -1.8845
16 C 2.7462 0.6985 -2.7447
17 C 3.8451 -0.1131 -2.7181
18 C 3.9106 -1.1675 -1.7608
19 C 2.8579 -1.4678 -0.9768
20 C 2.8486 -2.5786 0.0304
21 N 1.6800 -0.7120 -1.1142
22 H 0.1805 0.6832 5.3530
23 H -0.2262 -0.6694 4.2817
24 H 1.1504 0.3488 3.8848
25 H -1.9455 1.9096 5.1846
26 H -3.3296 3.4440 3.8096
27 H -2.8200 3.6902 1.3838
28 H -1.6482 4.2886 -0.3582
29 H -0.6518 4.3999 -2.6469
30 H 0.8787 2.6257 -3.3944
31 H 2.7406 1.5856 -3.3655
32 H 4.6931 0.0937 -3.3560
33 H 4.8241 -1.7338 -1.6378
34 H 3.8631 -2.7462 0.3909
35 H 2.2131 -2.3215 0.8782
36 H 2.4755 -3.5086 -0.4103
37 O -0.2629 -1.6805 1.8855
38 N -1.4782 -1.8351 2.1462
39 N -2.2510 -1.1230 1.4326
40 O -1.7932 -0.3478 0.4466
41 C -3.6708 -1.1615 1.6638
42 C -4.4773 -0.3159 0.9251
43 C -5.8511 -0.3301 1.1355
44 C -6.4104 -1.1804 2.0756
45 C -5.5859 -2.0227 2.8094
46 C -4.2148 -2.0176 2.6114
47 H -4.0158 0.3403 0.2010
48 H -6.4853 0.3281 0.5557
49 H -7.4808 -1.1844 2.2403
50 H -6.0186 -2.6955 3.5404
51 H -3.5602 -2.6666 3.1777
52 C -1.1874 -5.1399 -1.6295
53 Si -1.5397 -3.3705 -2.0799
54 C -1.2761 -3.1508 -3.9149
55 C -3.2761 -2.9058 -1.6059
56 C -0.3221 -2.2413 -1.3325
57 C 0.4668 -1.3806 -0.9665
58 H -1.8308 -5.8120 -2.2060
59 H -1.3596 -5.3310 -0.5648
60 H -0.1458 -5.3923 -1.8529
61 H -1.8765 -3.8410 -4.5188
62 H -0.2199 -3.3150 -4.1506
63 H -1.5226 -2.1252 -4.2115
64 H -4.0124 -3.5255 -2.1258
65 H -3.4651 -1.8563 -1.8573
66 H -3.4321 -3.0180 -0.5266
67 O 3.5362 0.6753 2.9198
68 C 3.0076 0.7685 1.8076
69 O 1.8969 0.2011 1.4727
70 C 3.6384 1.5506 0.6925
71 C 2.9028 2.5287 0.0125
72 C 3.4289 3.2166 -1.0662
73 C 4.7291 2.9060 -1.5214
74 C 5.4901 1.9362 -0.8264
75 C 4.9485 1.2932 0.2727
76 N 5.2413 3.5327 -2.6390
77 O 4.5281 4.4470 -3.2250
78 O 6.3983 3.1591 -3.0900
79 H 1.8894 2.7456 0.3459
80 H 2.8609 3.9681 -1.5965
81 H 6.4860 1.7168 -1.1824
82 H 5.5318 0.5494 0.8098

Forces on atoms 1 to 3 (eV/Å):
Fe 0.6 0.4 0.7
C 0.0 0.0 -0.2
C 0.1 0.0 -0.1

Net charge   -1
Strongest force on any atom   2.11 eV Å⁻¹
Spin multiplicity   5
Molecular weight   717.62 g mol⁻¹
E   -3686.56007 hartree
Frontier orbital gap (spin up / spin down)   0.14203 / 0.23601 Ha
Energy above the lowest of the compared OMol25 structures with the same formula, charge and spin   132.0 kcal/mol
LUMO (spin up / spin down)   1.9 / 1.6 eV
E_HOMO (spin up / spin down)   -1.968 / -4.820 eV

---

5.
# C25H27FN2O3

An isolated molecule of C25H27FN2O3 (ωB97M-V/def2-TZVPD, the Open Molecules 2025 dataset).

Positions of all 58 atoms, in Å:
1 O -2.5663 -0.5681 1.6886
2 C -2.9323 0.2787 0.9030
3 C -4.0648 0.0226 -0.0234
4 C -4.9036 1.0218 -0.5145
5 C -5.9434 0.6991 -1.3667
6 C -6.1563 -0.6164 -1.7467
7 C -5.3338 -1.6181 -1.2574
8 C -4.3023 -1.3004 -0.3959
9 C -2.2553 1.6384 0.7938
10 C -1.1042 1.7786 1.7921
11 C 0.0822 0.8753 1.4309
12 N 0.5080 1.1082 0.0702
13 C 1.6856 1.6125 -0.3730
14 O 1.8123 1.9862 -1.5231
15 C 2.8460 1.6718 0.6261
16 C 4.0827 2.3143 -0.0052
17 C 4.6225 1.4622 -1.1489
18 C 4.6102 -0.0357 -0.9458
19 O 5.2440 -0.7762 -1.6722
20 N 3.8006 -0.5216 0.0323
21 C 3.6615 -1.9601 0.1801
22 C 2.2120 -2.3555 0.2394
23 C 1.6242 -2.8034 1.4166
24 C 0.2804 -3.1320 1.4701
25 C -0.5058 -3.0221 0.3365
26 C 0.0515 -2.5777 -0.8499
27 C 1.3941 -2.2445 -0.8803
28 F 1.9170 -1.8104 -2.0404
29 C 3.2625 0.2801 1.1055
30 C -0.5612 0.9114 -0.8898
31 C -1.7180 1.8697 -0.6245
32 H -4.7669 2.0499 -0.2155
33 H -6.5931 1.4785 -1.7364
34 H -6.9666 -0.8599 -2.4175
35 H -5.5007 -2.6453 -1.5449
36 H -3.6569 -2.0689 0.0020
37 H -3.0138 2.3952 1.0238
38 H -1.4483 1.5107 2.7919
39 H -0.7727 2.8193 1.8039
40 H 0.8891 1.0749 2.1326
41 H -0.2217 -0.1724 1.5334
42 H 2.5343 2.2697 1.4896
43 H 4.8443 2.4312 0.7701
44 H 3.8328 3.3048 -0.3883
45 H 4.0027 1.6258 -2.0349
46 H 5.6410 1.7569 -1.4065
47 H 4.1498 -2.3985 -0.6957
48 H 4.1775 -2.2999 1.0870
49 H 2.2360 -2.9016 2.3021
50 H -0.1549 -3.4721 2.3968
51 H -1.5513 -3.2836 0.3778
52 H -0.5328 -2.4924 -1.7533
53 H 4.0190 0.3943 1.8992
54 H 2.4163 -0.2662 1.5272
55 H -0.1446 1.0743 -1.8848
56 H -0.9119 -0.1235 -0.8060
57 H -2.4982 1.7136 -1.3698
58 H -1.3582 2.8968 -0.7114

Forces on atoms 1 to 3 (eV/Å):
O 0.0 0.0 0.0
C 0.1 0.4 0.1
C -0.4 -0.4 -0.2

SMILES   O=C(c1ccccc1)C1CCN(C(=O)[C@@H]2CCC(=O)N(Cc3ccccc3F)C2)CC1
Strongest force on any atom   0.63 eV Å⁻¹
Molecular weight   422.50 g mol⁻¹
E   -1404.01314 hartree
Frontier orbital gap   0.33248 Ha
LUMO   0.1 eV
E_HOMO   -8.927 eV

---

Number 2 is which compound?
C3H6ClIO

---

What did the fifth record say?
# C25H27FN2O3

An isolated molecule of C25H27FN2O3 (ωB97M-V/def2-TZVPD, the Open Molecules 2025 dataset).

Positions of all 58 atoms, in Å:
1 O -2.5663 -0.5681 1.6886
2 C -2.9323 0.2787 0.9030
3 C -4.0648 0.0226 -0.0234
4 C -4.9036 1.0218 -0.5145
5 C -5.9434 0.6991 -1.3667
6 C -6.1563 -0.6164 -1.7467
7 C -5.3338 -1.6181 -1.2574
8 C -4.3023 -1.3004 -0.3959
9 C -2.2553 1.6384 0.7938
10 C -1.1042 1.7786 1.7921
11 C 0.0822 0.8753 1.4309
12 N 0.5080 1.1082 0.0702
13 C 1.6856 1.6125 -0.3730
14 O 1.8123 1.9862 -1.5231
15 C 2.8460 1.6718 0.6261
16 C 4.0827 2.3143 -0.0052
17 C 4.6225 1.4622 -1.1489
18 C 4.6102 -0.0357 -0.9458
19 O 5.2440 -0.7762 -1.6722
20 N 3.8006 -0.5216 0.0323
21 C 3.6615 -1.9601 0.1801
22 C 2.2120 -2.3555 0.2394
23 C 1.6242 -2.8034 1.4166
24 C 0.2804 -3.1320 1.4701
25 C -0.5058 -3.0221 0.3365
26 C 0.0515 -2.5777 -0.8499
27 C 1.3941 -2.2445 -0.8803
28 F 1.9170 -1.8104 -2.0404
29 C 3.2625 0.2801 1.1055
30 C -0.5612 0.9114 -0.8898
31 C -1.7180 1.8697 -0.6245
32 H -4.7669 2.0499 -0.2155
33 H -6.5931 1.4785 -1.7364
34 H -6.9666 -0.8599 -2.4175
35 H -5.5007 -2.6453 -1.5449
36 H -3.6569 -2.0689 0.0020
37 H -3.0138 2.3952 1.0238
38 H -1.4483 1.5107 2.7919
39 H -0.7727 2.8193 1.8039
40 H 0.8891 1.0749 2.1326
41 H -0.2217 -0.1724 1.5334
42 H 2.5343 2.2697 1.4896
43 H 4.8443 2.4312 0.7701
44 H 3.8328 3.3048 -0.3883
45 H 4.0027 1.6258 -2.0349
46 H 5.6410 1.7569 -1.4065
47 H 4.1498 -2.3985 -0.6957
48 H 4.1775 -2.2999 1.0870
49 H 2.2360 -2.9016 2.3021
50 H -0.1549 -3.4721 2.3968
51 H -1.5513 -3.2836 0.3778
52 H -0.5328 -2.4924 -1.7533
53 H 4.0190 0.3943 1.8992
54 H 2.4163 -0.2662 1.5272
55 H -0.1446 1.0743 -1.8848
56 H -0.9119 -0.1235 -0.8060
57 H -2.4982 1.7136 -1.3698
58 H -1.3582 2.8968 -0.7114

Forces on atoms 1 to 3 (eV/Å):
O 0.0 0.0 0.0
C 0.1 0.4 0.1
C -0.4 -0.4 -0.2

SMILES   O=C(c1ccccc1)C1CCN(C(=O)[C@@H]2CCC(=O)N(Cc3ccccc3F)C2)CC1
Strongest force on any atom   0.63 eV Å⁻¹
Molecular weight   422.50 g mol⁻¹
E   -1404.01314 hartree
Frontier orbital gap   0.33248 Ha
LUMO   0.1 eV
E_HOMO   -8.927 eV

---

Which value of molecular weight does entry 2 give?
220.44 g mol⁻¹

---

Which value of strongest force on any atom does entry 4 give?
2.11 eV Å⁻¹